# 1
ORCA calculation (ωB97M-V/def2-TZVPD) on a cluster of 17 separate species, C45H87Cl32N4O2 in total at a distorted geometry.

Output
LUMO energy ... -4.339 eV
Molar mass ... 1850.7 g mol⁻¹
Orbital gap ... 7.034 eV
Energy ... -458834.7170 eV
Max |F| ... 5.6 eV Å⁻¹

The geometry in ORCA input format:
```
! wB97M-V def2-TZVPD RIJCOSX def2/J DEFGRID3
* xyz 1 1
Cl -5.3192 5.6003 0.4460
Cl 4.2967 2.5586 -4.7826
Cl 0.5738 9.8779 1.1902
Cl 3.0400 4.1891 -7.1189
Cl -5.3429 0.8045 1.3965
Cl 8.1991 -4.5041 -7.3344
Cl -2.8300 4.1389 0.0029
Cl -0.7510 7.2155 4.3922
Cl 0.3258 11.2792 -4.0114
Cl 6.2392 -9.7565 2.2988
Cl -3.7628 2.8125 -4.1362
Cl -6.7768 3.3214 -2.2536
Cl -1.4808 8.1068 0.1169
Cl 0.1602 4.2070 -6.6233
Cl 3.7770 -8.2173 2.5776
Cl 6.3864 -5.1356 -0.9562
Cl -7.3521 -0.6543 -0.1347
Cl -2.5486 11.3206 -3.5162
Cl -1.8651 0.8317 -3.1433
Cl 1.2554 6.0502 -1.1480
Cl 5.3933 -7.6455 -2.0689
Cl 6.4031 -2.2040 -7.3680
Cl 0.3592 4.1094 -3.1332
Cl -8.6042 5.3441 -3.2945
Cl -0.2294 7.7993 -4.3583
Cl -2.5489 3.0289 -8.4513
Cl -4.7349 4.6857 7.6664
Cl -4.3098 7.5718 7.6852
Cl -1.1560 0.8543 -7.0892
Cl 3.4269 -0.1410 -5.4929
Cl 2.6484 7.7715 -4.8380
Cl -2.8060 5.4420 3.3207
O -1.1781 -8.9170 1.6110
O 1.4373 -2.0770 4.7332
N 1.9579 -4.8611 3.1572
N 0.0363 -9.8731 -0.1605
N 3.5220 -1.0916 5.8327
N 2.5643 -5.2530 2.0468
C 3.9372 -1.7647 4.5708
C 2.1164 -2.6023 -1.8861
C -1.0836 2.5653 2.2109
C -2.2445 2.1115 5.1241
C 2.7790 -4.0801 4.1592
C -4.2339 -2.4107 3.1560
C -0.1256 2.4679 3.4964
C -3.0358 -2.7293 2.1095
C -3.2156 -0.0340 3.8923
C 1.4918 0.4672 0.0794
C 1.6933 -3.9058 -1.0128
C 1.5177 5.0503 -7.3794
C -2.0816 2.4925 -3.7093
C -3.7229 6.0148 7.0882
C 6.5652 -6.8952 -0.9775
C -2.2145 0.5083 5.0539
C 0.4080 1.6579 0.2813
C 0.9399 -1.5190 -1.6647
C -0.5698 -8.7266 0.5389
C -1.1892 12.1545 -4.2764
C 2.6003 -2.4892 3.9626
C -0.7607 1.2478 1.3083
C -2.2263 7.1080 3.4241
C 1.5844 -0.0633 -1.4338
C 1.5207 -9.7490 -0.2182
C -6.9954 0.1750 1.3843
C 0.5879 -5.1403 3.3548
C -0.5692 -10.0115 -1.5249
C -0.3936 -5.9109 2.4590
C 1.7765 -5.9416 1.1072
C -3.7443 -1.4931 4.3751
C 1.7080 5.1028 -2.5700
C 4.4751 -9.8038 2.2211
C 2.5924 -6.3235 -0.2393
C -0.8252 2.8129 4.8951
C -6.9430 4.9943 -2.8046
C 0.3006 -6.3868 1.1243
C -0.4788 -7.1925 0.0058
C 1.1297 8.6388 -5.1118
C -4.5979 4.0480 -0.0007
C -0.9028 9.7743 0.2246
C 2.9502 -4.9078 -0.9262
C 3.8900 1.4514 -6.1051
C 7.6307 -3.0836 -6.4492
C -2.6936 1.4047 -7.7680
H 3.4806 -5.0683 -1.9240
H 2.3024 -2.8731 -2.9743
H -2.0283 -2.3878 2.5416
H -1.6735 10.3863 0.6901
H 4.3839 -0.8439 6.3555
H -0.0659 1.9359 -0.7258
H -1.7059 0.8660 0.7805
H -2.5963 2.4177 6.1811
H 4.1731 -10.1058 1.2195
H 6.4069 -7.2788 0.0296
H 2.5445 4.4520 -2.3184
H 7.5703 -7.1442 -1.3134
H 1.5957 6.0468 -6.9473
H -2.8547 -1.9992 4.8908
H 1.3368 5.1253 -8.4504
H -0.8925 3.9466 5.0869
H -7.6904 1.0040 1.5067
H 4.7015 -2.5799 4.8446
H -2.6841 0.1339 6.0396
H -0.0255 -9.3432 -2.2737
H 0.8157 -4.4768 -1.5014
H 3.0424 -2.1808 -1.3544
H -6.6654 5.6631 -1.9915
H -1.1010 13.1514 -3.8480
H 2.0233 -7.0366 -0.9124
H -4.0956 0.6830 3.7338
H -2.9975 7.7229 3.8862
H 4.3404 -1.0538 3.7715
H -2.1976 2.5982 2.4432
H -1.7900 3.1789 -2.9182
H 1.8350 -9.1099 -1.1130
H -1.3723 12.2274 -5.3469
H -1.1746 0.0505 4.9913
H 2.4660 -2.2649 2.8400
H 2.5186 0.9304 0.3282
H 7.1997 -3.4064 -5.5031
H -6.2822 5.1530 -3.6554
H 4.7592 1.3410 -6.7520
H 0.3245 -1.4757 -2.6229
H 0.4468 1.4707 3.5764
H 8.4748 -2.4216 -6.2635
H -2.9448 -3.8642 1.9590
H 1.9645 -9.3443 0.7570
H -2.7038 5.8624 7.4396
H 1.9995 5.7888 -3.3643
H -0.6959 10.1416 -0.7795
H -0.8491 3.4641 1.5326
H 0.1409 -4.7299 4.3311
H 4.1075 -10.5238 2.9503
H -1.6500 -9.6297 -1.4405
H 2.6846 -0.0954 -1.7466
H 0.9389 2.5802 0.7103
H -4.5496 -1.3104 5.1647
H -0.0487 -7.1078 -1.0419
H 1.3174 -0.3876 0.8125
H 0.9511 8.7100 -6.1841
H 3.0602 1.8649 -6.6701
H 1.2092 9.6421 -4.6814
H -0.3665 0.3777 1.9326
H -3.1958 -2.1709 1.1204
H 3.5475 -6.8860 0.0793
H 2.5710 -4.4497 5.2142
H 3.0319 -0.2168 5.5979
H -1.4572 2.6527 -4.5874
H -3.4429 1.4196 -6.9779
H -4.6353 -3.4094 3.5603
H 1.0847 0.7196 -2.0978
H 0.6995 3.2633 3.3436
H 0.2319 -1.7971 -0.8032
H -1.5611 -6.8017 -0.0636
H 2.0007 -10.7816 -0.3830
H 3.7172 -4.4158 -0.2180
H -1.4925 -6.1009 2.6870
H -0.1242 2.4180 5.7206
H -4.9697 3.7631 -0.9920
H -5.0990 -1.9196 2.5917
H 1.3841 -3.4888 0.0157
H -2.6104 -0.0935 2.9276
H -3.7399 6.0243 5.9991
H 1.2311 -2.7742 5.3988
H 3.8699 -4.3185 3.9094
H -2.0172 7.4698 2.4201
H -3.0122 2.5851 4.4139
H -2.9995 0.7165 -8.5541
H -7.1114 -0.5285 2.2073
H -0.5679 -11.1064 -1.8343
H -4.8986 3.2963 0.7264
*
```

=====

# 2
ORCA calculation (ωB97M-V/def2-TZVPD) on an isolated molecule of CHNO5S at a distorted geometry.

Output
LUMO energy ... -1.444 eV
Relative energy (zero: lowest compared OMol25 entry of this formula, charge and spin) ... 239.3 kJ/mol
Molar mass ... 139.1 g mol⁻¹
Orbital gap ... 7.733 eV
Energy ... -23610.5964 eV
Max |F| ... 5.6 eV Å⁻¹

The geometry in ORCA input format:
```
! wB97M-V def2-TZVPD RIJCOSX def2/J DEFGRID3
* xyz 0 1
S -0.9867 1.0885 -1.6046
O 0.8753 0.6322 0.8193
O -0.3017 -2.4379 1.0545
O -1.2175 2.1669 -0.4682
O -0.6635 -0.2671 -0.7150
O 1.7860 -1.9762 0.2970
N 0.6585 -1.7254 0.7082
C 0.4022 -0.3411 0.3879
H -0.5525 2.8600 -0.4792
*
```